92
Properties=species:S:1:pos:R:3:forces:R:3 method="wB97M-V/def2-TZVPD" homo_energy_ev=-12.957 total_energy_ha=-4226.92118 charge=+2 lumo_energy_ev=-6.369
W -0.2740 0.3313 -0.3369 1.60 0.40 -0.02
S 0.4932 -1.7458 -1.3869 -0.16 0.17 0.42
C 1.5757 -1.4176 -2.7269 -0.11 -0.17 -0.08
C 2.0269 -2.5258 -3.4499 0.06 0.02 -0.07
C 2.9906 -2.3760 -4.4312 -0.04 -0.06 0.03
C 3.5184 -1.1194 -4.7174 -0.01 0.08 0.03
C 3.0606 -0.0113 -4.0277 0.07 0.00 0.00
C 2.1026 -0.1699 -3.0255 0.17 0.03 -0.19
S 1.3905 1.2549 -2.2867 -0.50 -0.37 0.29
C 2.7151 2.1840 -1.5593 0.14 0.00 -0.01
C 2.1588 2.9047 -0.3729 0.15 0.15 -0.12
C 2.9138 3.9322 0.1674 0.08 0.04 -0.04
C 2.4088 4.6577 1.2239 0.05 0.11 0.10
C 1.1569 4.3251 1.7092 0.01 0.14 0.04
C 0.4732 3.2736 1.1348 -0.09 0.18 0.09
C -0.8466 2.8429 1.6587 0.01 -0.03 0.06
S -0.7994 1.0733 1.8937 0.06 -0.54 -0.36
C -2.3936 -0.1008 -0.4475 -0.41 0.01 -0.35
C -3.3014 -1.0731 0.2112 0.08 -0.16 -0.01
C -4.5240 -1.6061 -0.6119 -0.06 -0.03 -0.02
C -4.5252 -1.2812 -2.0730 -0.09 -0.18 0.08
C -3.7491 -0.3542 -2.6172 0.01 0.22 0.07
C -2.6766 0.3104 -1.8333 0.05 -0.16 -0.74
S -1.1479 0.6795 -2.6262 -0.14 -0.08 0.44
N 0.9581 2.5658 0.1057 -0.44 -0.37 -0.06
H 1.6201 -3.5049 -3.2254 0.01 0.04 -0.03
H 3.3264 -3.2441 -4.9862 -0.01 0.06 0.04
H 4.2617 -1.0013 -5.4951 -0.03 -0.01 0.03
H 3.4307 0.9788 -4.2747 -0.03 -0.08 0.00
H 3.0417 2.9105 -2.3018 0.10 0.03 0.00
H 3.5535 1.5486 -1.3021 0.16 -0.10 0.12
H 3.8859 4.1523 -0.2554 -0.04 0.00 0.00
H 2.9759 5.4707 1.6605 -0.03 -0.03 -0.02
H 0.7069 4.8715 2.5274 0.03 -0.04 -0.02
H -1.6273 3.0802 0.9508 -0.11 0.12 -0.11
H -1.0794 3.3057 2.6128 -0.01 0.10 0.07
H -3.6047 -0.6906 1.1849 -0.07 -0.05 0.04
H -5.4825 -1.3116 -0.1786 -0.02 0.03 0.02
H -5.2480 -1.8094 -2.6911 0.09 0.03 0.06
H -3.8097 -0.1155 -3.6746 0.00 0.00 0.09
O -0.3831 -1.4167 0.9928 -0.16 -0.12 -0.21
S -1.0047 -1.9924 2.2968 -0.04 0.32 0.10
C 0.0517 -3.4335 2.6739 -0.03 -0.09 -0.02
C 1.3877 -3.3298 1.9753 0.03 -0.01 0.03
C 2.2115 -2.1831 2.5382 0.04 -0.03 0.00
C 3.4482 -1.9108 1.7105 0.02 0.03 0.01
S 3.0987 -0.8130 0.2785 -0.30 -0.10 -0.08
O 1.9014 0.0733 0.6663 -0.11 0.07 -0.05
C 4.5313 0.2053 0.4907 0.12 -0.06 -0.13
C 4.5844 1.1562 1.5005 0.02 0.11 0.01
C 5.7668 1.8544 1.6846 0.02 0.06 0.04
C 6.8725 1.5884 0.8795 -0.02 -0.01 0.00
C 6.8024 0.6314 -0.1239 0.00 0.00 0.01
C 5.6199 -0.0715 -0.3272 -0.04 0.12 -0.04
C -2.4729 -2.8157 1.7429 0.04 -0.03 -0.10
C -3.3324 -3.3819 2.5808 -0.21 -0.18 0.16
C -4.6320 -3.8759 2.0810 0.17 0.00 0.18
C -4.9967 -3.7265 0.8099 0.01 0.09 -0.18
C -4.1229 -3.0720 -0.2219 -0.08 0.09 0.10
C -2.7860 -2.5180 0.3271 -0.17 -0.06 -0.03
H -0.5171 -4.3185 2.3978 0.04 -0.01 -0.03
H 0.1656 -3.3942 3.7596 -0.03 -0.07 -0.02
H 1.2319 -3.1943 0.9043 0.00 -0.04 -0.03
H 1.9113 -4.2796 2.1084 0.00 0.02 0.02
H 2.5182 -2.4008 3.5630 0.02 -0.05 -0.01
H 1.6164 -1.2676 2.5767 0.01 0.04 0.06
H 3.8472 -2.8185 1.2493 0.03 0.03 0.08
H 4.2347 -1.4375 2.2925 -0.03 0.02 -0.01
H 3.7148 1.3431 2.1222 0.05 -0.01 -0.03
H 5.8342 2.6012 2.4679 0.01 -0.05 -0.06
H 7.7967 2.1287 1.0413 -0.04 -0.01 -0.01
H 7.6641 0.4311 -0.7484 -0.04 0.01 0.03
H 5.5412 -0.8126 -1.1176 0.01 0.04 0.08
H -3.1141 -3.4764 3.6425 -0.06 0.03 -0.11
H -5.2920 -4.3628 2.7881 0.05 0.03 -0.02
H -5.9610 -4.0990 0.4764 0.07 0.03 0.03
H -4.0150 -3.7289 -1.0851 0.01 -0.01 -0.01
H -1.9499 -2.7080 -0.3373 0.09 -0.06 -0.10
C -4.2063 1.9958 1.2113 -0.03 -0.01 0.02
C -3.9261 2.1304 -0.2852 -0.03 -0.17 -0.08
C -3.5362 3.5649 -0.6624 0.02 -0.05 -0.12
C -5.1943 1.7928 -1.0673 -0.04 -0.05 -0.03
N -2.7671 1.2444 -0.7018 -0.03 0.57 0.59
H -4.6850 2.9085 1.5727 -0.01 -0.06 -0.04
H -3.2947 1.8396 1.7837 -0.05 0.02 0.04
H -4.8869 1.1657 1.4168 0.08 0.04 -0.01
H -4.4319 4.1884 -0.6979 0.06 -0.05 0.02
H -3.0656 3.5854 -1.6479 -0.05 0.01 0.04
H -2.8598 4.0250 0.0540 0.02 0.03 -0.02
H -5.9689 2.4894 -0.7426 0.00 -0.03 -0.01
H -5.5508 0.7820 -0.8735 0.02 0.12 0.00
H -5.0563 1.9185 -2.1432 -0.02 0.01 0.09